Formula: C26H29N5S2SeV
Source: OMol25
Level of theory: ωB97M-V with the def2-TZVPD basis set

Energy above the lowest of the compared OMol25 structures with the same formula, charge and spin, eV: 0.5922
Gap between HOMO and LUMO (spin up / spin down), eV: 6.7 / 7.6
Calculated total energy, Eh: -5423.7964
2S+1: 4
HOMO (spin up / spin down), Ha: -0.2362 / -0.2677

The geometry in XYZ format:
```
64
Properties=species:S:1:pos:R:3:forces:R:3
V -0.1738 1.2054 -0.7666 0.5 -0.3 0.2
C 4.5060 1.3150 1.0673 0.1 0.0 0.0
N 3.4338 0.3447 1.1952 0.0 0.0 0.0
C 3.0481 -0.2817 2.3681 0.0 0.0 0.0
C 2.0401 -1.1166 2.0714 0.1 0.0 0.1
N 1.7992 -0.9864 0.7088 -0.2 -0.1 0.0
C 2.6825 -0.0896 0.1507 0.1 0.0 0.1
S 2.8538 0.3446 -1.4544 0.0 0.1 0.0
C 0.9041 -1.7808 -0.0545 0.2 0.3 -0.1
C 0.8017 -3.1400 0.1653 0.1 -0.1 0.0
C -0.0288 -3.8690 -0.6698 0.0 0.1 -0.1
C -0.6771 -3.2173 -1.7068 0.1 -0.1 0.1
C -0.5201 -1.8490 -1.8255 -0.1 0.0 0.1
N 0.2385 -1.1270 -0.9966 -0.4 -0.2 -0.1
H 5.2401 1.1326 1.8495 0.0 0.0 0.0
H 4.1255 2.3310 1.1571 0.0 0.0 0.0
H 4.9656 1.1988 0.0893 0.0 0.0 0.0
H 3.5150 -0.0622 3.3109 0.0 0.0 0.0
H 1.4578 -1.7605 2.7052 0.0 0.0 -0.1
H 1.3730 -3.6128 0.9527 0.0 0.0 0.0
H -0.1466 -4.9341 -0.5243 0.0 0.0 0.0
H -1.3220 -3.7493 -2.3904 0.0 0.0 0.0
H -1.0446 -1.2990 -2.5976 0.0 0.0 0.0
C -0.9499 2.6730 -2.1234 0.0 -0.1 0.1
H -0.7382 2.4679 -3.1827 0.0 0.1 0.0
H -0.5803 3.6807 -1.9037 0.0 0.0 -0.1
H -2.0418 2.7151 -2.0228 0.0 0.0 0.0
N 0.2992 2.0508 2.6231 -0.1 -0.2 -0.1
C 0.9747 2.8091 1.7472 0.2 0.2 -0.1
N 1.0024 2.6328 0.4514 0.1 0.2 0.0
C 1.8757 3.5582 -0.1522 -0.1 0.1 0.1
C 2.1567 3.6574 -1.5119 -0.1 -0.1 0.0
C 3.0457 4.6207 -1.9456 0.1 0.1 0.0
C 3.6631 5.4963 -1.0504 0.0 0.0 0.0
C 3.3862 5.4211 0.3021 0.0 0.0 0.0
C 2.4904 4.4498 0.7279 0.0 0.0 0.1
S 1.9726 4.1154 2.3590 0.0 0.0 0.0
H -0.3606 1.3583 2.2502 0.0 0.1 0.1
H 0.1253 2.4156 3.5426 0.0 0.0 0.0
H 1.6653 2.9947 -2.2077 0.0 0.0 0.0
H 3.2673 4.6990 -3.0016 0.0 0.0 0.0
H 4.3568 6.2423 -1.4141 0.0 0.0 0.0
H 3.8479 6.0998 1.0070 0.0 0.0 0.0
C -4.3904 -4.9510 -0.6788 0.0 0.0 0.0
C -3.8005 -3.6160 -0.3067 0.0 0.0 0.0
C -3.0618 -3.4477 0.8565 0.0 0.0 0.0
C -2.5235 -2.2149 1.2129 0.0 0.0 -0.1
C -1.7706 -2.0943 2.5087 -0.1 0.1 0.0
C -2.7111 -1.1083 0.3691 0.0 0.1 0.2
Se -2.0938 0.6414 0.9040 0.0 -0.1 -0.1
C -3.4353 -1.2652 -0.8192 -0.1 0.0 -0.1
C -3.6733 -0.1291 -1.7829 0.0 -0.1 0.0
C -3.9755 -2.5118 -1.1265 0.1 0.0 0.0
H -4.1259 -5.7180 0.0487 0.0 0.0 0.0
H -4.0382 -5.2766 -1.6598 0.0 0.0 0.0
H -5.4794 -4.8954 -0.7275 0.0 0.0 0.0
H -2.9071 -4.2969 1.5154 0.0 0.0 0.0
H -1.6607 -3.0680 2.9878 0.0 0.0 0.0
H -2.2996 -1.4236 3.1890 0.0 0.0 0.0
H -0.7881 -1.6444 2.3527 0.0 0.0 0.0
H -2.9290 0.6599 -1.6863 0.0 0.0 0.0
H -4.6516 0.3217 -1.6005 0.0 0.1 0.0
H -3.6694 -0.4980 -2.8107 0.0 0.0 0.0
H -4.5454 -2.6186 -2.0454 0.0 0.0 0.0
```
Forces are in eV/Å.

=====

Formula: C4H9NO
Source: OMol25
Level of theory: ωB97M-V with the def2-TZVPD basis set

Energy above the lowest of the compared OMol25 structures with the same formula, charge and spin, eV: 2.6802
Gap between HOMO and LUMO, eV: 10.7
Calculated total energy, Eh: -287.7340
HOMO, Ha: -0.3619

The geometry in XYZ format:
```
15
Properties=species:S:1:pos:R:3:forces:R:3
H 0.0456 1.7523 2.9948 -0.8 -1.4 -2.5
N -0.4387 1.1714 2.1796 0.6 1.3 4.4
C 0.2983 0.7157 1.2857 -2.0 1.8 -0.7
C -0.3628 0.0298 0.1734 -2.1 -2.5 -0.7
C -0.1919 0.8286 -1.1163 1.1 0.5 0.0
C 0.3335 -1.3164 0.1182 -4.7 -2.2 -0.9
O -1.8280 -0.1143 0.4815 1.8 0.7 -2.3
H 1.2009 1.1051 0.9690 2.8 0.4 0.3
H -0.4583 0.3811 -2.0877 -0.5 -0.3 0.8
H -0.8320 1.7001 -0.9011 0.7 0.3 -0.7
H 0.9455 1.0239 -1.2943 -2.0 0.3 0.7
H -0.0620 -2.0546 -0.6714 0.4 1.4 0.8
H 1.3254 -1.2254 -0.0193 3.6 0.3 -0.2
H 0.0577 -1.8038 1.0435 0.6 -0.3 0.5
H -2.0068 -0.6857 1.2182 0.5 -0.3 0.7
```
Forces are in eV/Å.

=====

Formula: C16H30N2OP2Ru
Source: OMol25
Level of theory: ωB97M-V with the def2-TZVPD basis set

Gap between HOMO and LUMO (spin up / spin down), eV: 5.0 / 5.6
Calculated total energy, Eh: -1589.7834
2S+1: 5
HOMO (spin up / spin down), Ha: -0.1700 / -0.2948

The geometry in XYZ format:
```
52
Properties=species:S:1:pos:R:3:forces:R:3
Ru -0.0349 0.0436 0.3855 3.6 3.4 -2.3
P -1.3456 -0.9438 1.8133 0.1 -1.5 -0.3
P 1.7981 1.2546 -1.0294 0.2 -0.4 -0.7
N -0.4730 -0.8428 -1.1184 -1.0 -0.9 -1.1
H -0.0993 0.7333 1.6978 -0.7 1.6 3.2
C -2.9360 -0.1151 1.9121 -0.3 0.1 0.3
H -3.5263 -0.6202 2.6856 -0.2 0.3 -0.2
H -3.4341 -0.1877 0.9338 0.1 0.0 0.3
H -2.7935 0.9467 2.1560 -0.1 -0.4 0.0
C -0.6841 -1.1890 3.4713 -0.3 0.1 0.0
H -1.4462 -1.7268 4.0430 0.3 0.0 0.2
H -0.4809 -0.2066 3.9105 0.0 -0.2 0.0
H 0.2557 -1.7512 3.3947 -0.3 0.1 0.0
C -1.7062 -2.6267 1.2111 -0.3 0.0 0.5
H -2.2471 -3.1593 1.9998 0.0 -0.2 -0.3
H -0.7642 -3.1405 0.9814 -0.2 0.2 0.1
H -2.3096 -2.5692 0.2979 0.1 0.0 0.2
C 1.3776 2.7583 -1.9942 -0.2 -0.1 0.2
H 2.2018 3.0811 -2.6491 -0.2 -0.2 0.2
H 1.0956 3.5490 -1.2867 0.1 -0.3 -0.3
H 0.4923 2.5039 -2.5941 0.2 0.2 0.1
C 3.3843 1.6378 -0.1771 -0.3 -0.1 0.1
H 4.1133 2.0491 -0.8881 -0.2 -0.1 0.1
H 3.7627 0.7042 0.2611 -0.1 0.3 -0.1
H 3.1990 2.3571 0.6291 0.1 -0.2 -0.3
C 2.3676 0.1064 -2.3711 -0.1 0.2 0.4
H 3.1969 0.5306 -2.9518 -0.2 0.0 0.2
H 1.5189 -0.1005 -3.0310 0.2 0.0 0.1
H 2.6821 -0.8358 -1.9085 0.0 0.1 -0.1
C -0.7263 -1.6938 -2.0487 -0.4 -0.9 -1.4
C -2.1319 -2.4119 -3.8866 -0.4 0.2 -0.2
C -1.8438 -1.4803 -2.9168 0.1 0.1 0.1
C 0.0867 -2.8670 -2.2102 0.0 0.0 -0.1
C -0.2342 -3.7802 -3.2044 0.3 0.3 0.5
C -1.3367 -3.5514 -4.0315 0.0 -0.7 -0.6
H -2.9914 -2.2468 -4.5450 0.4 -0.2 0.2
H -2.4239 -0.5605 -2.7538 0.2 -0.5 -0.2
H 0.9405 -2.9895 -1.5249 -0.5 0.0 -0.4
H 0.3941 -4.6671 -3.3159 -0.3 0.2 -0.1
H -1.5747 -4.2906 -4.8108 0.1 0.4 0.4
C -0.0255 2.7209 1.7159 0.7 -0.8 5.7
O -0.1597 2.8070 0.4650 0.2 -0.8 -3.6
C -1.1436 3.3137 2.5351 -0.5 1.3 -0.1
H -0.8736 3.7230 3.5520 -0.2 -0.8 -1.0
H -2.0530 2.6783 2.5901 0.4 0.5 0.1
H -1.3987 4.2093 1.9279 -0.5 -0.2 0.4
C 1.3284 2.7876 2.4380 0.0 0.6 -0.2
H 1.8713 3.6080 1.9388 0.4 -0.1 0.1
H 1.9582 1.8819 2.3938 -0.3 0.1 -0.2
H 1.2505 3.0795 3.5132 -0.2 -0.3 -0.8
N 2.4278 -1.5464 1.3672 0.8 -0.5 0.2
C 1.4951 -0.9641 1.0273 -0.5 0.2 0.2
```
Forces are in eV/Å.

=====

Formula: C6H11NO2
Source: OMol25
Level of theory: ωB97M-V with the def2-TZVPD basis set

Energy above the lowest of the compared OMol25 structures with the same formula, charge and spin, eV: 5.2073
Gap between HOMO and LUMO, eV: 8.9
Calculated total energy, Eh: -440.2959
HOMO, Ha: -0.3056

The geometry in XYZ format:
```
20
Properties=species:S:1:pos:R:3:forces:R:3
C 2.4483 -0.0806 0.1654 -2.5 -1.7 -0.7
C 0.1403 2.1589 0.0006 0.1 0.2 -0.1
C -2.3310 -1.2957 -0.0794 0.4 -0.2 0.1
C 0.5769 -0.4283 -0.0465 8.1 0.2 1.4
C 0.0072 0.6988 0.0922 -7.3 -1.6 -0.6
C -1.8203 0.1189 -0.0060 1.0 2.9 0.0
O 0.4645 -1.7472 0.0610 -0.4 0.1 -0.2
O 2.9397 -1.4342 0.1908 0.7 0.5 -0.1
N -2.5856 1.1342 -0.0676 0.4 -0.4 0.0
H 1.4101 -2.0798 0.1233 -0.7 0.3 -0.2
H 3.7755 -1.4660 -0.2976 -0.4 -0.2 0.2
H -3.5802 0.8970 -0.1852 0.4 -0.2 0.1
H 2.8449 0.4617 -0.6923 -0.1 0.1 0.1
H 2.6704 0.3895 1.1222 -0.3 0.2 -0.1
H -0.7263 2.5497 -0.5495 0.1 -0.2 0.2
H 1.0418 2.4718 -0.5312 0.1 -0.1 0.1
H 0.1155 2.6177 0.9931 0.1 0.0 -0.1
H -3.4262 -1.3226 -0.1396 0.2 0.3 0.0
H -1.9352 -1.7947 -0.9671 0.1 -0.1 0.2
H -2.0303 -1.8491 0.8133 0.1 -0.1 -0.2
```
Forces are in eV/Å.

=====

Formula: C8H24FO8
Source: OMol25
Level of theory: ωB97M-V with the def2-TZVPD basis set

Energy above the lowest of the compared OMol25 structures with the same formula, charge and spin, eV: 0.5156
Gap between HOMO and LUMO, eV: 9.9
Calculated total energy, Eh: -1021.0402
HOMO, Ha: -0.2436
Charge: -1

The geometry in XYZ format:
```
41
Properties=species:S:1:pos:R:3:forces:R:3
F 0.2415 0.0314 -0.3068 0.0 0.3 -0.1
C 1.6749 2.4222 1.8579 -1.1 0.1 -0.3
C 2.3656 2.6546 0.5209 -0.2 -0.3 0.8
O 2.6531 1.3903 -0.0259 0.4 0.4 -0.6
O 0.3424 1.8732 1.6950 0.1 0.2 0.3
H 1.4651 3.3519 2.3898 0.3 0.1 0.0
H 2.2651 1.7648 2.4975 0.1 -0.1 -0.1
H 3.3074 3.1981 0.6176 0.1 -0.1 0.3
H 1.7150 3.3009 -0.0786 -0.1 -0.3 -0.4
H 1.8121 0.9414 -0.2044 -0.4 -0.4 -0.1
H 0.1905 1.2315 0.9655 0.8 0.1 -0.3
C 2.3584 -1.9097 -1.8718 -0.3 -0.4 -1.2
C 3.4723 -0.9788 -2.3661 -0.4 0.1 -0.8
O 4.7502 -1.2263 -1.8296 0.3 0.0 0.6
O 1.1962 -1.7165 -2.7171 0.3 0.6 1.3
H 2.0722 -1.7566 -0.8297 0.2 0.2 0.0
H 2.5998 -2.9660 -2.0089 0.5 0.1 0.2
H 3.1359 0.0623 -2.3087 0.1 0.0 0.7
H 3.6434 -1.0821 -3.4418 -0.4 -0.5 0.0
H 4.7477 -1.0606 -0.8807 -0.1 0.1 0.0
H 0.6459 -1.1742 -2.1254 -0.3 0.0 -0.5
C -1.3365 -0.5054 3.8840 -0.2 -0.1 -0.3
C -1.8086 -0.7168 2.4480 0.6 1.0 -0.7
O -0.7426 -1.3310 1.7657 -0.1 -0.7 0.3
O -0.1333 0.2441 3.9608 0.0 -0.1 -0.2
H -1.1894 -1.5191 4.2702 0.3 0.1 0.3
H -2.0829 0.0042 4.5010 -0.2 -0.1 -0.1
H -2.0161 0.2612 1.9935 0.0 0.1 0.1
H -2.7184 -1.2965 2.2666 -0.1 -0.2 0.8
H -0.4272 -0.7821 1.0394 0.2 0.2 -0.7
H 0.1287 0.6276 3.0892 -0.6 -0.3 0.5
C -4.1945 -0.4826 -2.3985 0.8 0.3 -0.4
C -2.9617 0.2474 -1.8146 -0.4 -0.2 -0.1
O -1.9965 -0.7570 -1.6000 0.0 0.0 0.1
O -5.0826 -0.9770 -1.4149 0.1 -0.1 0.2
H -3.7686 -1.3118 -2.9726 -0.1 0.0 -0.1
H -4.7838 0.1164 -3.0934 0.0 0.2 0.2
H -3.2683 0.7569 -0.8935 0.0 -0.1 0.2
H -2.5559 1.0348 -2.4577 -0.2 -0.1 -0.4
H -1.1615 -0.3848 -1.2441 -0.1 0.1 0.4
H -4.5548 -1.5803 -0.8775 -0.1 0.0 0.1
```
Forces are in eV/Å.